Record 1
The following is a quantum chemistry calculation of C5H8O as an isolated structure at a distorted geometry, from the OMol25 dataset.

```
! RIJCOSX wB97M-V def2-TZVPD def2/J DEFGRID3
* xyz 0 1
H 0.64171 1.07808 -1.25554
H 0.24805 -1.86934 -0.70932
C 1.46011 0.21377 0.59451
C -1.01616 0.88839 0.16791
H 1.12663 -0.45820 1.39291
H -2.08802 -1.15286 0.58570
H -1.52377 1.78507 -0.19681
C -1.41268 -0.52735 0.03285
H -0.55049 -0.87416 -1.94453
O -1.06511 0.48365 1.45555
H 2.34425 -0.23181 0.12344
C -0.27124 -0.92013 -0.87176
H 1.74580 1.15805 1.06055
C 0.36093 0.42684 -0.43546
*
```

The HOMO energy is -9.346 eV. The maximum force is 1.38 eV Å⁻¹. The calculated total energy is -7358.4904 eV. The HOMO-LUMO gap comes out at 10.28 eV. For the LUMO energy, the calculation gives 0.936 eV.



Record 2
The following is a quantum chemistry calculation of a 2-piece molecular cluster, C3H9OS overall at a distorted geometry, from the OMol25 dataset.

```
! RIJCOSX wB97M-V def2-TZVPD def2/J DEFGRID3
* xyz 0 2
H 0.12948 -2.45549 0.68512
H -1.11767 0.14334 -0.05634
H -0.65645 -1.94019 -0.94921
H 1.05127 -0.22809 2.01064
C -0.58914 -0.48673 0.58868
H -0.13915 1.06290 1.90790
H 0.09212 1.35564 -2.11804
O -0.47940 2.16626 -2.34244
H 0.94979 -1.48099 -0.64599
H 0.02328 2.66970 -1.72064
C 0.46431 0.39251 1.31857
S 1.51186 1.32545 0.14766
C 0.01859 -1.73726 -0.13073
H -1.25890 -0.78705 1.30483
*
```

The HOMO energy (alpha / beta) is -9.733 / -9.346 eV. The maximum force is 3.39 eV Å⁻¹. The calculated total energy is -16137.8519 eV. The HOMO-LUMO gap (alpha / beta) comes out at 10.60 / 6.94 eV. For the LUMO energy (alpha / beta), the calculation gives 0.865 / -2.404 eV.



Record 3
The following is a quantum chemistry calculation of C4H6O3Si in the gas phase at a distorted geometry, from the OMol25 dataset.

```
! RIJCOSX wB97M-V def2-TZVPD def2/J DEFGRID3
* xyz 0 1
C -0.04913 -0.05109 -1.50790
C -0.04737 0.58024 0.72485
H -1.12411 2.39917 1.33125
C -0.37618 0.92555 -0.63385
H 0.65152 -2.84145 -2.89081
Si 0.37913 -1.70995 -0.82232
H -1.03228 1.79872 -0.79840
O 0.61264 -2.06343 0.64566
O 0.51796 -2.82897 -1.93900
H 0.61684 -0.16289 1.07273
O -0.03221 1.59431 2.89886
C -0.42493 1.57249 1.61285
H -0.23955 -0.01619 -2.57229
H 0.54769 0.80349 2.87839
*
```

The SMILES is O=[Si](O)/C=C\C=C\O. The HOMO energy is -8.471 eV. The maximum force is 6.11 eV Å⁻¹. The calculated total energy is -18265.0776 eV. The HOMO-LUMO gap comes out at 8.67 eV. For the LUMO energy, the calculation gives 0.196 eV.



Record 4
The following is a quantum chemistry calculation of C13H19ClMnN2O3 as an isolated structure at a distorted geometry, from the OMol25 dataset.

```
! RIJCOSX wB97M-V def2-TZVPD def2/J DEFGRID3
* xyz 2 4
H -1.24603 1.25963 4.62242
C -0.37708 0.75655 -4.22311
H -0.07211 1.62601 -3.63208
H -1.45203 0.82255 -4.38348
O -3.14874 -2.22924 0.11987
C 0.95923 -0.63072 -2.49665
C 0.03662 -2.75251 -2.84434
Cl -2.36914 0.17032 -1.86634
C 1.02944 -2.00845 -2.08667
C 0.12146 0.98010 1.60109
H 2.20049 1.99370 3.40386
C -0.56563 1.77220 3.93073
H 0.11862 0.82316 -5.19945
C 2.21633 0.96967 3.00710
H 3.25228 0.71401 2.77596
O -0.34365 0.79524 0.45338
C 2.19691 0.47856 0.58785
H -0.80501 2.84696 3.95865
H 1.65494 0.16392 -2.23139
H 1.84751 0.25906 3.75980
H 1.91662 1.11269 -0.25828
H -0.09222 -3.82804 -2.83459
H -1.40957 -2.01325 -4.42775
H 1.95949 -0.56127 0.31738
C -0.05390 -0.49908 -3.49559
C -0.64707 -1.80405 -3.68966
N 1.47457 0.87613 1.76928
H 3.26593 0.56155 0.79597
H 0.45585 1.62351 4.27234
C -0.27554 -1.95707 0.03968
C -2.15304 1.21860 2.16085
H 1.81120 -2.42966 -1.46454
Mn -0.87606 -1.36378 -1.62195
H -2.32213 1.96067 1.36807
H -2.79625 1.43808 3.01646
C -2.29402 -2.26621 -0.67344
H -2.41805 0.23720 1.74503
O -0.02030 -2.34556 1.11571
N -0.77992 1.22884 2.60781
*
```

The HOMO energy (alpha / beta) is -15.733 / -15.992 eV. The maximum force is 6.25 eV Å⁻¹. The calculated total energy is -66735.5180 eV. The HOMO-LUMO gap (alpha / beta) comes out at 8.46 / 5.28 eV. For the LUMO energy (alpha / beta), the calculation gives -7.273 / -10.716 eV.



Record 5
The following is a quantum chemistry calculation of C7H8N2O2 in the gas phase at a distorted geometry, from the OMol25 dataset.

```
! RIJCOSX wB97M-V def2-TZVPD def2/J DEFGRID3
* xyz 0 1
H -1.08624 1.73739 0.46050
N -0.46548 0.62677 -2.64062
N -2.43672 -0.04442 -1.22851
O -1.28477 1.49006 -2.97596
C -1.10017 -0.45151 -1.42378
H 1.22155 -1.67884 -0.89063
H 0.35704 2.05002 2.08645
O 0.66496 0.57124 -2.91964
H 2.54267 0.59774 2.25704
C 2.05120 -0.59677 0.67388
H -2.72010 0.63898 -0.58204
C 1.01848 -0.86695 -0.25576
H -0.92655 -1.47992 -1.89492
H -3.11971 -0.15144 -1.89084
C -0.17974 -0.13563 -0.31805
C -0.27314 0.95290 0.53263
C 0.66456 1.25163 1.45659
C 1.77119 0.38334 1.55707
H 2.90177 -1.20202 0.50119
*
```

The SMILES is N[C@H](c1ccccc1)[N+](=O)[O-]. The HOMO energy is -9.251 eV. The maximum force is 4.55 eV Å⁻¹. The calculated total energy is -14460.1888 eV. The HOMO-LUMO gap comes out at 9.87 eV. For the LUMO energy, the calculation gives 0.617 eV.



Record 6
The following is a quantum chemistry calculation of C37H25F3N8O3RuSi as an isolated structure, from the OMol25 dataset.

```
! RIJCOSX wB97M-V def2-TZVPD def2/J DEFGRID3
* xyz -1 2
F -4.16692 -0.12071 -2.28088
C -0.93509 0.18777 4.06852
C -4.25133 0.52438 -1.10627
C 4.72120 -2.50561 -1.14547
C 2.67750 0.86378 -4.98824
F -5.38111 0.11805 -0.51316
H 0.82887 -4.38449 -1.81982
C -2.80074 6.18255 -0.08962
H 3.41423 0.07143 -4.98884
H -3.17526 -4.07592 -0.27041
H 0.05613 3.76622 -4.89499
C -0.45264 -1.32018 6.31268
H 1.49827 3.41073 -6.90455
Ru 0.01227 0.22600 -0.13668
C -2.74329 -3.10521 -0.53155
H -3.69667 6.57635 1.82489
C -1.57995 0.54048 5.23702
C 1.84597 1.05485 -3.90135
N 2.65240 -0.46668 -2.16689
H -0.44139 -3.71064 -2.84596
N -1.37292 1.99286 2.49921
C -1.33620 -0.24183 6.36155
C -2.02668 5.33489 -0.86182
C 2.72055 -0.86432 -0.91278
C -1.16959 2.63298 1.35865
N -0.45853 2.21948 0.24575
N -0.37090 3.01894 -2.04495
C 2.20383 -1.35943 1.16801
C 0.27857 2.02623 -2.54876
H -0.82980 -3.56239 2.00093
C -1.52357 4.19254 -0.25197
N 0.68149 0.86140 -1.91486
Si -0.86502 -3.15036 -0.47277
N -0.24949 -0.02924 1.86661
C 3.68110 -1.86061 -0.48545
H -3.12802 -2.36462 0.17373
O -1.93104 0.44859 -0.87981
O -0.20183 -1.70127 -0.61505
H -0.77312 -5.07542 1.08768
N 1.56940 -1.52861 2.34427
C -2.99826 0.31395 -0.21022
H -3.21203 7.08247 -0.52986
C -2.58590 4.75023 1.85705
C 2.52540 1.72305 -6.07108
H 0.91760 -2.46971 5.08714
C 1.58790 2.75590 -6.04700
H -2.25111 1.38852 5.26397
H 3.77502 -3.39882 2.55030
F -4.40266 1.83982 -1.38641
H -3.09855 -2.83228 -1.52897
C -0.05673 -0.88344 4.02075
C -0.24906 -4.21819 -1.89744
C 3.35308 -2.17925 0.82858
H -0.74493 -5.19300 -1.92355
C 0.91120 2.08146 -3.87910
H -1.83801 -0.01138 7.29301
H -0.28356 -1.90705 7.20680
H -2.80640 4.50396 2.88719
O -3.17322 0.10900 0.97748
C -3.07811 5.89361 1.25589
C 4.05155 -3.15111 1.53396
C 5.09446 -3.78607 0.88279
H -1.82200 5.53873 -1.90439
H 3.14775 1.59407 -6.94780
C -0.39829 -4.04753 1.12103
H 6.24241 -3.99151 -0.92321
C -0.92383 0.78558 2.72074
C 0.77470 2.95831 -4.93691
H 4.95563 -2.26162 -2.17328
C 1.74358 0.37562 -2.59927
C 0.21532 -1.64807 5.13653
C 0.48093 -0.90099 2.64566
C -1.79526 3.90778 1.08302
H 5.66388 -4.54957 1.39826
H 0.68554 -4.08583 1.26078
C -0.72033 3.08810 -0.74542
N 1.90585 -0.53115 0.15980
C 5.42573 -3.46655 -0.44336
*
```

The HOMO energy (alpha / beta) is -3.939 / -3.979 eV. The maximum force is 0.25 eV Å⁻¹. The calculated total energy is -75458.2372 eV. The HOMO-LUMO gap (alpha / beta) comes out at 5.19 / 4.27 eV. For the LUMO energy (alpha / beta), the calculation gives 1.255 / 0.295 eV.



Record 7
The following is a quantum chemistry calculation of a 2-piece molecular cluster, H4O2 overall at a distorted geometry, from the OMol25 dataset.

```
! RIJCOSX wB97M-V def2-TZVPD def2/J DEFGRID3
* xyz 0 1
H -0.13141 -0.75966 -0.20961
O 0.02562 0.80703 0.84556
H 0.60479 0.66363 1.63008
H 0.47455 1.47487 0.31043
O -0.05309 -1.10413 -1.12510
H -0.92046 -1.08174 -1.45135
*
```

The SMILES is O.O. The HOMO energy is -10.862 eV. The maximum force is 2.11 eV Å⁻¹. The calculated total energy is -4159.8296 eV. The HOMO-LUMO gap comes out at 11.61 eV. For the LUMO energy, the calculation gives 0.749 eV.



Record 8
The following is a quantum chemistry calculation of C5H9O7 in the gas phase at a distorted geometry, from the OMol25 dataset.

```
! RIJCOSX wB97M-V def2-TZVPD def2/J DEFGRID3
* xyz 0 2
O -0.55697 2.43206 -0.46481
H 0.83255 0.82929 -1.53478
O -1.51762 3.27545 -2.94379
O -0.57053 2.03511 -3.31322
H -0.85158 3.93994 -3.20396
H -2.34579 -1.32410 -2.18365
O -0.23618 -1.52554 0.23883
C -1.42948 0.94043 -3.36707
H -0.45678 2.66589 -1.46034
O 0.61754 -0.31509 -3.44137
H -1.59079 0.75853 -4.44701
O -1.12015 1.11523 -0.66607
O 1.48817 0.68811 -2.95716
C 0.38536 -0.63854 -0.30410
C -1.37534 -1.48319 -2.65562
C -0.59413 -0.18373 -2.69283
H -0.89698 -2.24848 -2.06371
H -1.61031 -1.89600 -3.64454
H 1.42203 -0.34183 0.01124
C -0.14904 0.35741 -1.31962
H -2.38760 1.15061 -2.86334
*
```

The HOMO energy (alpha / beta) is -9.602 / -9.572 eV. The maximum force is 4.72 eV Å⁻¹. The calculated total energy is -19651.1267 eV. The HOMO-LUMO gap (alpha / beta) comes out at 9.31 / 7.45 eV. For the LUMO energy (alpha / beta), the calculation gives -0.291 / -2.122 eV.



Record 9
The following is a quantum chemistry calculation of a 2-piece molecular cluster, C4H15N2 overall at a distorted geometry, from the OMol25 dataset.

```
! RIJCOSX wB97M-V def2-TZVPD def2/J DEFGRID3
* xyz 1 1
H -0.96023 -2.32085 0.20824
C -0.64743 1.27849 1.75660
C 0.71069 0.60136 -0.01188
H 0.59500 -1.20891 -1.45029
H 1.46644 -1.81847 -0.27681
H -0.90072 2.18559 2.34443
H 1.02446 -0.08305 0.75884
N 0.84717 -2.11560 -1.04708
H 0.17077 2.82280 -1.06190
H -1.50277 0.81974 1.21831
H -0.16544 0.53277 2.37262
N 0.33365 1.79180 0.75354
C -0.39299 -2.86090 -0.64950
H 1.41304 -2.62519 -1.73891
H -0.35253 3.72194 0.36707
H -0.21560 0.11574 -0.45612
H 1.45966 0.76241 -0.86999
H -0.00485 -3.79053 -0.18505
H -1.00807 -3.08771 -1.53822
C -0.40712 2.75995 -0.08016
H -1.46314 2.51861 -0.41373
*
```

The HOMO energy is -12.501 eV. The maximum force is 2.93 eV Å⁻¹. The calculated total energy is -7363.3899 eV. The HOMO-LUMO gap comes out at 8.75 eV. For the LUMO energy, the calculation gives -3.750 eV.



Record 10
The following is a quantum chemistry calculation of a 2-piece molecular cluster, C5H8 overall at a distorted geometry, from the OMol25 dataset.

```
! RIJCOSX wB97M-V def2-TZVPD def2/J DEFGRID3
* xyz 0 1
H 1.94535 -0.12307 -0.76439
C 0.32651 1.05523 0.00667
H 1.81577 -0.15133 0.99377
H 0.14451 -1.72362 -0.99823
C 1.22915 -0.13852 0.06480
H 0.50027 -2.14646 0.67765
C -0.96865 0.69845 0.33681
H -1.62485 1.61141 -0.26744
H -1.90628 -1.19554 0.89275
C 0.21695 -1.31558 0.02162
H 0.62047 2.06399 -0.27047
H -1.23217 2.01532 -1.16538
C -1.06704 -0.65026 0.47185
*
```

The HOMO energy (alpha / beta) is -8.216 / -7.381 eV. The maximum force is 1.59 eV Å⁻¹. The calculated total energy is -5308.9563 eV. The HOMO-LUMO gap (alpha / beta) comes out at 8.16 / 7.00 eV. For the LUMO energy (alpha / beta), the calculation gives -0.052 / -0.384 eV.



Record 11
The following is a quantum chemistry calculation of a 2-piece molecular cluster, H5N3S overall at a distorted geometry, from the OMol25 dataset.

```
! RIJCOSX wB97M-V def2-TZVPD def2/J DEFGRID3
* xyz 0 3
H 1.00194 -0.55020 -2.08416
N 1.33920 -0.90028 -1.07431
H -1.10123 2.14128 1.59636
H 1.67088 -1.84523 -1.02087
N 0.57059 -0.49800 -0.09825
H -1.60604 0.69021 1.47376
H -1.06833 -1.32828 -0.03404
S -0.05681 1.06613 -0.18704
N -0.75020 1.22437 1.42854
*
```

The HOMO energy (alpha / beta) is -6.745 / -8.944 eV. The maximum force is 4.93 eV Å⁻¹. The calculated total energy is -15380.4541 eV. The HOMO-LUMO gap (alpha / beta) comes out at 7.31 / 8.46 eV. For the LUMO energy (alpha / beta), the calculation gives 0.563 / -0.484 eV.



Record 12
The following is a quantum chemistry calculation of a 21-piece molecular cluster, BBrH41IO20 overall at a distorted geometry, from the OMol25 dataset.

```
! RIJCOSX wB97M-V def2-TZVPD def2/J DEFGRID3
* xyz 0 1
H 1.94700 -5.32202 -5.41024
O 2.39703 -2.84090 -2.13223
H -2.87891 4.41766 -1.92196
H -1.33761 3.63441 7.33966
O 2.35375 2.46588 -2.93619
H 2.48245 3.35075 -2.57073
O -1.45841 2.75615 6.95757
O 0.39012 -0.78101 -0.78437
H 5.81837 2.69495 -4.38672
H 1.13452 2.73545 -0.70704
H -1.57769 -1.71524 4.10502
Br 0.56047 0.97961 2.48938
H 1.67071 -2.53519 -1.57264
H 3.90960 2.74766 7.10543
H 2.41321 2.87029 0.11225
H 0.46956 -2.08043 5.47513
H 4.27216 -2.81350 -3.15843
O -3.01441 3.54528 -2.31335
H 5.41136 1.32936 -4.92203
O -6.00035 4.84598 -3.09115
H -2.13788 3.13578 -2.28864
O -1.31864 -0.82166 4.37062
O 1.76749 -4.71850 -4.67730
H -3.55996 1.07153 -0.49386
H 0.10987 -0.35466 0.03470
O 5.22791 1.95260 -4.20789
H 2.36963 -3.97752 -4.83147
H 5.24634 -3.82013 -2.56593
H -0.90860 -2.43823 -6.07962
O 0.47261 -1.74896 6.38034
H -3.04323 -2.72072 1.34376
H -0.45656 1.63966 -2.71284
O 0.01427 -2.71946 -6.10958
H -0.94455 3.32933 2.43253
O 5.19771 -3.09030 -3.19525
H -5.23389 4.32943 -2.80719
H 3.31578 2.21262 5.81044
H -6.50842 4.23099 -3.63398
H 1.26409 -0.40446 -0.95539
H 2.11166 -3.71798 -2.42547
O -0.56150 1.63230 -1.75243
I -3.08442 1.22851 2.43559
H -2.83154 -1.59396 2.34287
O -3.10425 0.23627 -0.65851
H 1.27546 2.41138 5.92106
H 0.05846 -3.45190 -5.47971
O 1.64330 3.37233 -0.18206
O -2.96552 -2.54930 2.29095
H 1.01990 -5.68653 -3.18875
H -0.77473 0.70831 -1.54688
H -5.33274 -2.80878 -0.64810
H 0.70471 -6.60902 -2.01532
O -5.07527 -1.91725 -0.38102
H -2.06495 -0.50894 4.89814
O 1.13256 1.45751 5.84727
B -1.06935 2.15604 2.45530
O 3.38316 3.01635 6.34221
H -3.80792 -0.36460 -0.94344
H -0.57903 2.35595 7.00304
H -5.82432 -1.60339 0.14175
H 3.23497 2.06860 -2.90457
H 1.04025 1.30588 4.89605
O 0.91681 -5.69127 -2.22528
H 0.71743 -0.81901 6.28647
*
```

The HOMO energy is -9.881 eV. The maximum force is 1.79 eV Å⁻¹. The calculated total energy is -120436.5467 eV. The HOMO-LUMO gap comes out at 9.20 eV. For the LUMO energy, the calculation gives -0.684 eV.



- Which of these has the lowest calculated total energy?
  BBrH41IO20



- Look up the calculated total energy of the ninth one.
  -7363.3899 eV



- What is the formula in the ninth record?
  C4H15N2